*i*
Here is a molecular structure, H23O12 from the Open Molecules 2025 dataset. Energies are from the ωB97M-V functional and the def2-TZVPD basis.

XYZ file:
```
35
Properties=species:S:1:pos:R:3:lowdin_charge:R:1
O -2.59 -1.38 -2.60 0.040
H -2.89 -2.18 -2.82 -0.023
H -3.30 2.09 -3.17 0.041
O 0.97 -0.30 -3.03 -0.049
H 1.15 -1.21 -2.78 0.010
H 0.27 -0.01 -2.44 -0.026
O 0.88 -3.64 3.20 -0.036
H 1.52 -4.05 2.57 0.054
O -2.79 2.86 -2.96 -0.034
H 0.83 -3.14 -1.18 -0.004
H -2.90 2.78 -2.00 0.051
O 0.24 0.08 0.23 -0.245
H -0.54 0.63 3.50 0.010
H 4.07 1.22 2.21 0.001
O -0.45 1.49 2.14 -0.243
H -1.28 1.82 1.98 -0.059
H 0.13 -4.05 2.87 -0.016
O -0.04 -3.38 -0.87 -0.063
H 0.20 -3.01 -0.03 -0.002
H -0.10 0.73 1.19 -0.016
O 2.47 -1.95 -0.25 -0.058
H 2.72 -1.26 -0.84 0.022
H 2.02 -1.43 0.42 0.014
O 0.01 3.60 -0.13 -0.066
H -0.98 3.55 -0.02 0.056
H 0.31 2.89 0.42 -0.017
O -0.81 0.18 4.41 -0.133
H -2.11 -0.67 -2.81 -0.063
H -1.56 2.11 -2.02 -0.027
O -1.25 1.21 -1.86 -0.097
H -0.05 0.35 4.88 -0.056
H -0.38 1.49 -1.45 0.053
O 3.86 1.34 1.29 -0.122
H -0.49 -0.45 0.49 -0.021
H 2.87 1.70 1.50 0.123
```

Computed properties:
- total charge = -1
- HOMO (eV) = -5.88
- spin multiplicity = 1
- lowest unoccupied orbital energy (eV) = 2.78

---

*ii*
Here is 12 unconnected molecules or ions with the total composition H23O12 from the Open Molecules 2025 dataset. Energies are from the ωB97M-V functional and the def2-TZVPD basis.

XYZ file:
```
35
Properties=species:S:1:pos:R:3:lowdin_charge:R:1
O 1.56 1.00 1.80 -0.180
H 1.03 3.17 -0.76 0.007
H -0.77 -0.29 0.79 -0.007
O 3.95 -2.47 -1.11 -0.113
H 3.25 -1.81 -0.81 -0.010
H 3.84 -3.29 -0.64 0.004
O -4.17 -2.25 -2.38 -0.064
H -3.93 -2.25 -1.45 0.027
O -1.72 -0.15 0.69 -0.063
H -1.52 -2.91 1.70 0.029
H -2.40 -0.65 1.10 -0.017
O 1.61 3.48 -1.44 -0.038
H 1.01 -1.49 -0.46 0.057
H -1.24 3.50 2.82 -0.005
O 1.82 -0.99 -0.69 -0.085
H 1.89 -0.31 -0.01 0.037
H -3.60 -1.65 -2.87 0.031
O -2.49 -2.99 1.74 -0.065
H -2.81 -2.18 2.14 0.015
H 0.45 4.36 1.13 0.040
O 0.24 -2.01 -3.96 -0.068
H 0.88 -2.29 -3.30 0.022
H 0.59 -1.13 -4.19 0.041
O 0.63 -1.33 1.59 -0.374
H 0.51 -1.82 2.41 -0.042
H 1.24 -0.04 1.67 -0.016
O 0.24 3.81 1.89 -0.058
H 2.00 1.07 2.64 0.004
H -0.80 0.36 -1.48 0.006
O -0.17 0.56 -2.18 -0.068
H 0.61 2.94 1.64 0.025
H 2.25 4.16 -1.50 0.021
O -2.07 3.11 3.18 -0.037
H 0.61 -0.01 -2.17 -0.004
H -2.49 2.80 2.48 -0.054
```

Computed properties:
- total charge = -1
- HOMO (eV) = -6.17
- spin multiplicity = 1
- lowest unoccupied orbital energy (eV) = 2.80

---

*iii*
Here is 12 unconnected molecules or ions with the total composition H23O12 from the Open Molecules 2025 dataset. Energies are from the ωB97M-V functional and the def2-TZVPD basis.

XYZ file:
```
35
Properties=species:S:1:pos:R:3:lowdin_charge:R:1
O -2.38 -1.23 -2.46 -0.065
H -2.07 -1.66 -3.26 0.040
H -3.20 1.69 -3.32 0.041
O 0.95 -0.44 -2.95 -0.082
H 1.84 -0.43 -2.60 0.028
H 0.38 0.13 -2.38 -0.029
O 0.77 -3.80 3.34 -0.081
H 1.04 -4.03 2.44 0.035
O -2.92 2.60 -3.18 -0.057
H 0.15 -3.23 -1.48 0.023
H -3.50 2.92 -2.47 0.055
O 0.23 -0.13 0.54 -0.159
H -0.48 0.65 3.59 -0.035
H 3.72 1.52 2.42 0.039
O -0.34 1.61 2.24 -0.378
H -1.30 1.53 2.22 -0.038
H -0.07 -3.41 3.05 0.036
O -0.20 -3.41 -0.60 -0.067
H -0.85 -2.71 -0.53 0.017
H -0.01 0.51 1.36 -0.025
O 2.65 -2.07 -0.04 -0.081
H 3.30 -1.48 -0.44 0.018
H 2.05 -1.52 0.48 0.006
O -0.08 3.71 0.08 -0.082
H -0.99 3.68 -0.24 0.025
H 0.14 2.80 0.33 -0.005
O -0.82 0.06 4.32 -0.145
H -1.58 -0.72 -2.24 -0.010
H -1.07 1.58 -2.72 0.062
O -0.89 1.11 -1.89 -0.078
H -0.22 -0.10 5.06 0.005
H -0.14 1.56 -1.48 0.061
O 3.63 1.28 1.48 -0.081
H -0.45 -0.11 -0.14 -0.031
H 2.69 1.55 1.48 0.036
```

Computed properties:
- total charge = -1
- HOMO (eV) = -5.43
- spin multiplicity = 1
- lowest unoccupied orbital energy (eV) = 2.40

---

It is *iii* that is most stable; the runner-up trails by 6.7 kcal/mol.

---

*i*
Here is a single C18H22N2O5S molecule from the Open Molecules 2025 dataset. Energies are from the ωB97M-V functional and the def2-TZVPD basis.

XYZ file:
```
48
Properties=species:S:1:pos:R:3:lowdin_charge:R:1
C -0.26 -3.77 5.25 0.038
C 0.21 -3.54 3.72 -0.444
O 1.24 -4.04 3.18 0.007
N -0.68 -2.90 3.07 0.131
C -0.48 -2.47 1.82 -0.214
C 0.18 -3.18 0.95 -0.052
C 0.10 -2.74 -0.28 -0.119
C -0.50 -1.80 -0.91 -0.289
S -0.35 -1.00 -2.47 0.759
O -1.88 -1.00 -3.14 -0.388
O 0.56 -1.95 -3.29 -0.338
N 0.08 0.36 -2.31 -0.299
C 1.70 0.38 -1.96 0.015
C 1.71 0.24 -0.53 -0.195
C 1.47 1.09 0.68 0.026
C 1.82 0.33 1.81 0.033
C 2.26 -0.97 1.13 -0.139
O 2.47 -0.90 -0.11 0.081
C -0.71 1.62 -1.98 -0.051
C -0.32 2.76 -3.03 -0.233
C 0.61 3.72 -2.08 0.023
C -0.70 4.47 -1.23 -0.125
C -1.83 4.39 -2.17 -0.142
O -1.53 3.41 -3.32 -0.087
C -1.42 -1.25 -0.01 -0.053
C -1.53 -1.55 1.31 0.067
H -0.25 -2.69 5.68 0.115
H -1.16 -4.19 5.37 0.017
H 0.56 -4.20 5.81 0.071
H -1.42 -2.70 3.63 0.116
H 0.88 -3.92 1.32 0.127
H 0.89 -3.25 -1.09 0.193
H 1.89 1.44 -2.29 0.140
H 1.81 -0.59 -2.36 0.082
H 0.87 1.84 0.58 0.019
H 1.67 0.58 2.74 0.037
H 2.50 -1.70 1.85 0.113
H -0.76 1.69 -0.92 0.102
H -1.66 1.09 -2.49 0.160
H -0.03 2.42 -3.81 0.055
H 0.86 4.29 -2.74 0.004
H 1.18 3.20 -1.53 0.016
H -0.44 3.98 -0.45 0.002
H -0.33 5.65 -1.16 0.169
H -2.16 5.41 -2.39 0.110
H -2.71 3.87 -1.37 0.183
H -2.10 -0.58 -0.38 0.088
H -2.30 -1.34 1.91 0.071
```

Computed properties:
- total charge = 0
- SMILES string = CC(=O)Nc1ccc(S(=O)(=O)N(Cc2ccco2)C[C@@H]2CCCO2)cc1
- HOMO (eV) = -8.22
- spin multiplicity = 1
- lowest unoccupied orbital energy (eV) = 0.18

---

*ii*
Here is a single C18H22N2O5S molecule from the Open Molecules 2025 dataset. Energies are from the ωB97M-V functional and the def2-TZVPD basis.

XYZ file:
```
48
Properties=species:S:1:pos:R:3:lowdin_charge:R:1
C -1.41 -4.57 -1.07 -0.075
O -1.15 -3.63 -0.05 -0.059
C -0.10 -2.79 -0.19 -0.206
C 0.74 -2.75 -1.30 -0.006
C 1.76 -1.81 -1.36 -0.066
C 1.97 -0.95 -0.30 -0.277
S 3.27 0.25 -0.44 0.707
O 4.53 -0.37 -0.15 -0.273
O 3.14 0.89 -1.73 -0.298
N 2.93 1.36 0.78 -0.281
C 4.05 1.76 1.60 -0.084
C 2.04 2.43 0.37 -0.110
C 0.65 1.86 0.07 -0.489
O -0.18 1.71 0.94 0.069
N 0.47 1.56 -1.23 0.089
C -0.68 0.85 -1.75 -0.096
C -1.96 1.22 -1.05 -0.227
C -2.44 2.52 -1.12 -0.045
C -3.61 2.88 -0.47 -0.081
C -4.32 1.93 0.24 -0.092
C -3.86 0.63 0.31 -0.076
C -2.68 0.27 -0.33 -0.037
C 1.17 -1.00 0.83 0.006
C 0.10 -1.89 0.88 -0.200
O -0.79 -1.96 1.89 -0.056
C -0.76 -0.94 2.87 -0.055
H -0.57 -5.25 -1.21 0.099
H -2.28 -5.14 -0.72 0.096
H -1.66 -4.08 -2.01 0.098
H 0.59 -3.42 -2.12 0.109
H 2.40 -1.74 -2.23 0.121
H 4.72 0.92 1.67 0.077
H 3.68 2.03 2.60 0.096
H 4.59 2.62 1.17 0.097
H 1.93 3.12 1.22 0.137
H 2.44 2.97 -0.49 0.127
H 1.31 1.53 -1.81 0.105
H -0.52 -0.23 -1.67 0.110
H -0.76 1.11 -2.81 0.134
H -1.87 3.26 -1.67 0.116
H -3.96 3.90 -0.52 0.101
H -5.23 2.21 0.75 0.099
H -4.41 -0.12 0.87 0.103
H -2.32 -0.74 -0.27 0.106
H 1.37 -0.32 1.64 0.111
H -1.66 -1.10 3.47 0.097
H -0.80 0.05 2.41 0.078
H 0.12 -1.02 3.51 0.099
```

Computed properties:
- total charge = 0
- SMILES string = COc1ccc(S(=O)(=O)N(C)CC(=O)NCc2ccccc2)cc1OC
- HOMO (eV) = -8.45
- spin multiplicity = 1
- lowest unoccupied orbital energy (eV) = 0.69

---

It is *ii* that is most stable; the runner-up trails by 362.0 kcal/mol.

---

*i*
Here is 2 unconnected molecules or ions with the total composition C2H9N3 from the Open Molecules 2025 dataset. Energies are from the ωB97M-V functional and the def2-TZVPD basis.

XYZ file:
```
14
Properties=species:S:1:pos:R:3:lowdin_charge:R:1
C 0.22 1.12 -1.08 -0.161
N 0.93 0.39 -0.04 -0.058
C 0.61 -0.89 0.18 -0.373
N -0.27 -1.64 -0.62 0.053
H 0.24 2.18 -0.84 0.069
H -0.81 0.79 -1.23 0.067
H 0.77 0.97 -2.02 0.081
H 1.42 -1.48 0.63 0.127
H -0.10 -1.63 -1.62 0.087
H -0.45 -2.58 -0.29 0.080
N -0.73 0.70 1.84 -0.062
H -0.04 1.37 2.18 -0.002
H -1.59 1.07 1.42 0.000
H -0.21 -0.37 1.51 0.094
```

Computed properties:
- total charge = 0
- SMILES string = C/N=C\N.N
- HOMO (eV) = -7.92
- spin multiplicity = 1
- lowest unoccupied orbital energy (eV) = 0.64

---

*ii*
Here is 2 unconnected molecules or ions with the total composition C2H9N3 from the Open Molecules 2025 dataset. Energies are from the ωB97M-V functional and the def2-TZVPD basis.

XYZ file:
```
14
Properties=species:S:1:pos:R:3:lowdin_charge:R:1
H 0.75 -1.86 3.14 0.026
N -0.09 -1.31 3.01 0.048
C 0.21 -0.29 2.32 -0.418
N -0.70 0.66 1.99 0.064
H 1.19 -0.05 1.89 0.111
H -0.52 1.48 1.43 0.078
H -1.64 0.58 2.33 0.091
C 0.69 0.05 -3.69 -0.200
N -0.30 0.61 -2.76 -0.078
H 1.02 0.76 -4.43 0.055
H 1.58 -0.34 -3.19 0.069
H 0.23 -0.74 -4.28 0.061
H -0.43 1.62 -2.90 0.054
H 0.09 0.65 -1.83 0.038
```

Computed properties:
- total charge = 0
- SMILES string = [H]/N=C/N.CN
- HOMO (eV) = -9.27
- spin multiplicity = 1
- lowest unoccupied orbital energy (eV) = 0.67

---

It is *ii* that is most stable; the runner-up trails by 56.0 kcal/mol.

---

*i*
Here is 2 unconnected molecules or ions with the total composition C3H6IN2 from the Open Molecules 2025 dataset. Energies are from the ωB97M-V functional and the def2-TZVPD basis.

XYZ file:
```
12
Properties=species:S:1:pos:R:3:lowdin_charge:R:1
C 1.49 1.38 0.00 -0.370
C 0.86 1.18 1.16 -0.082
C -1.76 -0.84 -0.55 -0.682
N 2.27 1.36 -0.87 0.169
N -1.07 -1.97 -0.22 0.122
I -3.64 -0.29 -0.25 1.145
H 0.84 0.34 1.91 0.060
H -1.11 -0.04 -0.99 0.063
H 3.26 1.20 -1.17 0.142
H -0.08 -1.91 -0.58 0.161
H -1.47 -2.80 0.19 0.130
H 0.40 2.39 1.37 0.143
```

Computed properties:
- total charge = +1
- HOMO (eV) = -11.55
- spin multiplicity = 1
- lowest unoccupied orbital energy (eV) = -5.56

---

*ii*
Here is a gas-phase ion, C3H6IN2 (charge +1) from the Open Molecules 2025 dataset. Energies are from the ωB97M-V functional and the def2-TZVPD basis.

XYZ file:
```
12
Properties=species:S:1:pos:R:3:lowdin_charge:R:1
I -2.74 0.11 0.14 0.889
C -0.74 0.10 -0.77 -0.655
C -0.11 -1.40 -0.44 -0.142
N 0.75 -1.25 0.46 0.017
C 0.93 0.11 0.95 -0.118
N 0.17 0.97 -0.08 -0.008
H -1.01 0.31 -1.86 0.105
H -0.43 -2.43 -0.92 0.172
H 0.41 0.06 1.98 0.166
H 2.10 0.24 1.01 0.179
H -0.31 1.74 0.32 0.116
H 0.97 1.43 -0.80 0.279
```

Computed properties:
- total charge = +1
- SMILES string = I[C@@H]1C=NC[NH2+]1
- HOMO (eV) = -13.99
- spin multiplicity = 1
- lowest unoccupied orbital energy (eV) = -4.24

---

It is *ii* that is most stable; the runner-up trails by 45.6 kcal/mol.

---

*i*
Here is a gas-phase ion, C3H6IN2 (charge +1) from the Open Molecules 2025 dataset. Energies are from the ωB97M-V functional and the def2-TZVPD basis.

XYZ file:
```
12
Properties=species:S:1:pos:R:3:lowdin_charge:R:1
H 0.60 -1.68 -0.83 0.018
N -0.38 -1.60 -0.94 0.110
C -1.31 -0.94 -0.43 -0.105
C -0.94 0.70 0.32 -0.027
N 0.54 0.89 -0.03 -0.059
C 1.51 0.49 0.62 -0.547
I 3.27 -0.06 -0.40 1.002
H -2.46 -1.22 -0.50 0.152
H -1.81 1.39 0.09 0.127
H -1.01 0.59 1.42 0.097
H 0.50 1.12 -1.00 0.139
H 1.51 0.33 1.69 0.093
```

Computed properties:
- total charge = +1
- SMILES string = [H]/N=C\C/[NH+]=C/I
- HOMO (eV) = -13.52
- spin multiplicity = 1
- lowest unoccupied orbital energy (eV) = -5.30

---

*ii*
Here is a gas-phase ion, C3H6IN2 (charge +1) from the Open Molecules 2025 dataset. Energies are from the ωB97M-V functional and the def2-TZVPD basis.

XYZ file:
```
12
Properties=species:S:1:pos:R:3:lowdin_charge:R:1
N -0.34 1.12 -0.21 0.006
C -1.10 0.21 0.56 -0.209
C -0.46 -1.12 0.41 -0.051
N 0.64 -1.22 -0.16 0.004
C 1.42 -0.47 -0.78 -0.579
I 3.16 0.29 0.10 0.987
H -0.67 1.28 -1.17 0.123
H -0.04 2.02 0.22 0.128
H -2.26 0.29 0.28 0.186
H -0.95 0.32 1.72 0.177
H -0.73 -2.08 0.84 0.150
H 1.32 -0.65 -1.81 0.079
```

Computed properties:
- total charge = +1
- SMILES string = NCC=[N+]=CI
- HOMO (eV) = -14.21
- spin multiplicity = 1
- lowest unoccupied orbital energy (eV) = -4.77

---

It is *ii* that is most stable; the runner-up trails by 29.5 kcal/mol.

---

*i*
Here is a gas-phase ion, C5H12NO2 (charge +1) from the Open Molecules 2025 dataset. Energies are from the ωB97M-V functional and the def2-TZVPD basis.

XYZ file:
```
20
Properties=species:S:1:pos:R:3:lowdin_charge:R:1
C -2.23 -0.99 0.38 0.025
C -1.44 0.25 0.18 -0.328
O -1.94 1.35 0.29 0.128
C 0.05 0.31 -0.31 -0.532
C 0.31 -0.64 -1.46 0.008
O 0.32 1.58 -0.78 0.022
C 0.92 0.03 0.92 -0.069
N 2.18 0.75 0.59 0.189
H -1.99 -1.79 -0.40 0.121
H -3.27 -0.73 0.45 0.103
H -2.06 -1.57 1.30 0.105
H 1.27 -0.45 -1.98 0.116
H -0.61 -0.74 -2.07 0.119
H 0.24 -1.67 -1.21 0.073
H -0.50 2.02 -0.42 0.129
H 0.60 0.56 1.92 0.185
H 1.15 -1.00 1.27 0.157
H 2.68 1.23 1.37 0.202
H 1.65 1.37 -0.04 0.094
H 2.67 0.13 -0.02 0.153
```

Computed properties:
- total charge = +1
- SMILES string = CC(=O)[C@@](C)(O)C[NH3+]
- HOMO (eV) = -14.61
- spin multiplicity = 1
- lowest unoccupied orbital energy (eV) = -3.47

---

*ii*
Here is a gas-phase ion, C5H12NO2 (charge +1) from the Open Molecules 2025 dataset. Energies are from the ωB97M-V functional and the def2-TZVPD basis.

XYZ file:
```
20
Properties=species:S:1:pos:R:3:lowdin_charge:R:1
C -1.13 0.68 -0.96 -0.079
C 0.18 0.86 -0.12 -0.087
C 0.68 -1.62 0.10 -0.058
C -2.28 0.13 -0.18 -0.281
C 2.37 0.03 0.60 -0.045
N 1.24 -0.35 -0.26 -0.253
O -2.61 0.66 1.04 0.169
O -2.55 -1.11 -0.36 0.232
H -1.39 1.71 -1.38 0.156
H -0.87 0.03 -1.82 0.140
H 0.79 1.83 -0.44 0.167
H -0.02 0.97 0.88 0.081
H 0.97 -1.91 1.16 0.068
H 0.89 -2.43 -0.58 0.035
H 2.75 1.07 0.43 0.109
H 1.99 0.15 1.56 0.075
H 3.23 -0.64 0.36 0.132
H 1.45 -0.22 -1.29 0.192
H -2.59 1.61 1.00 0.126
H -3.10 -1.47 0.27 0.122
```

Computed properties:
- total charge = +1
- HOMO (spin up / spin down) (eV) = -11.28 / -9.87
- spin multiplicity = 1
- lowest unoccupied orbital energy (spin up / spin down) (eV) = -4.23 / -5.45

---

*iii*
Here is a gas-phase ion, C5H12NO2 (charge +1) from the Open Molecules 2025 dataset. Energies are from the ωB97M-V functional and the def2-TZVPD basis.

XYZ file:
```
20
Properties=species:S:1:pos:R:3:lowdin_charge:R:1
C -0.77 -0.65 -3.25 -0.087
C -0.41 -1.15 -1.82 -0.221
C 0.01 0.10 -0.98 -0.146
C 0.38 -0.26 0.45 -0.186
N 1.85 -0.31 0.68 0.249
C -0.22 0.62 1.57 -0.482
O 0.54 1.12 2.36 0.137
O -1.52 0.71 1.50 0.192
H -0.38 0.36 -3.41 0.069
H -1.85 -0.56 -3.37 0.079
H -0.40 -1.31 -4.02 0.077
H 0.32 -1.96 -1.78 0.106
H -1.36 -1.55 -1.47 0.110
H 0.83 0.49 -1.59 0.120
H -0.76 0.86 -1.05 0.132
H -0.01 -1.23 0.76 0.173
H 2.17 -1.26 0.76 0.176
H 2.08 0.20 1.56 0.163
H 2.35 0.22 -0.03 0.174
H -1.91 0.95 2.35 0.163
```

Computed properties:
- total charge = +1
- SMILES string = CCC[C@@H]([NH3+])C(=O)O
- HOMO (eV) = -15.13
- spin multiplicity = 1
- lowest unoccupied orbital energy (eV) = -3.50

---

*iv*
Here is 2 unconnected molecules or ions with the total composition C5H12NO2 from the Open Molecules 2025 dataset. Energies are from the ωB97M-V functional and the def2-TZVPD basis.

XYZ file:
```
20
Properties=species:S:1:pos:R:3:lowdin_charge:R:1
C -1.45 1.43 -0.49 0.013
C -1.23 -1.17 -0.95 0.005
C -0.88 -0.25 1.44 0.012
C 2.79 0.92 0.21 0.289
C -0.74 0.08 -0.13 -0.509
N 0.64 0.19 -0.49 0.157
O 1.75 -1.67 0.13 -0.055
O 1.51 1.06 -0.13 0.056
H -2.47 1.30 -0.51 0.065
H -1.25 2.21 0.33 0.115
H -1.01 1.83 -1.45 0.115
H -1.00 -2.02 -0.32 0.086
H -0.72 -1.42 -1.81 0.059
H -2.29 -1.04 -1.12 0.097
H -0.91 0.69 1.99 0.086
H -1.73 -0.97 1.46 0.102
H -0.11 -0.97 1.76 0.078
H 2.38 -1.82 -0.58 0.016
H 3.57 1.65 0.24 0.130
H 3.16 -0.02 0.43 0.082
```

Computed properties:
- total charge = +1
- HOMO (spin up / spin down) (eV) = -14.58 / -14.59
- spin multiplicity = 1
- lowest unoccupied orbital energy (spin up / spin down) (eV) = -7.28 / -7.28

---

It is *iii* that is most stable; the runner-up trails by 31.0 kcal/mol.